Formula: C6H17ClSi2
Source: OMol25
Level of theory: ωB97M-V/def2-TZVPD

Structure (XYZ):
```
26
Properties=species:S:1:pos:R:3
C 0.567 -2.764 1.649
C 1.363 -1.610 1.101
C 2.760 -2.028 1.440
C 0.963 -0.422 1.911
Si 0.816 -1.430 -0.717
Cl 2.094 -0.181 -1.655
H 0.462 -3.600 1.004
H 1.073 -3.133 2.568
H -0.518 -2.367 1.954
H 2.957 -3.154 1.154
H 2.968 -1.953 2.569
H 3.565 -1.587 0.712
H 1.443 0.575 1.381
H -0.119 -0.271 1.699
H 1.196 -0.523 2.989
H 0.703 -2.814 -1.327
H -0.446 -0.820 -0.736
C -4.050 2.641 -1.099
Si -2.301 3.125 -1.357
C -1.329 3.333 -3.036
H -4.751 2.177 -1.777
H -4.513 2.960 -0.184
H -1.596 3.588 -0.186
H -2.010 3.683 -3.748
H -0.542 4.211 -2.910
H -0.752 2.366 -3.400
```

The calculated total energy is -34773.05363 eV. The value obtained for the HOMO energy is -8.0 eV. The SMILES is CC(C)(C)[SiH2]Cl.C=[SiH]C. The calculation puts the gap between HOMO and LUMO at 8.4 eV. As for the energy above the lowest of the compared OMol25 structures with the same formula, charge and spin: 60.91 kcal/mol. The LUMO energy is 0.43 eV.

Formula: C6H17InO6PS
Source: OMol25
Level of theory: ωB97M-V/def2-TZVPD

Structure (XYZ):
```
32
Properties=species:S:1:pos:R:3
S 4.192 -5.012 -0.382
P 3.018 -3.441 -0.815
In 0.446 -3.791 -0.990
H 3.312 -2.364 0.051
H 3.515 -2.758 -1.947
H -0.320 -2.589 0.015
H 0.066 -3.598 -2.689
H 0.161 -5.389 -0.397
C -1.548 2.893 -2.772
O -0.910 1.650 -2.472
C 0.422 1.660 -2.606
O 1.072 2.610 -2.978
O 0.885 0.456 -2.307
C 2.308 0.307 -2.419
H -2.606 2.710 -2.612
H -1.185 3.679 -2.111
H -1.353 3.184 -3.803
H 2.809 0.995 -1.740
H 2.627 0.514 -3.439
H 2.508 -0.725 -2.150
C -0.685 0.531 1.080
O -1.543 1.254 1.991
C -1.589 0.777 3.226
O -0.958 -0.147 3.674
O -2.492 1.495 3.924
C -2.643 1.069 5.279
H -0.721 1.108 0.162
H 0.326 0.481 1.479
H -1.048 -0.479 0.907
H -1.700 1.156 5.818
H -2.970 0.031 5.322
H -3.394 1.731 5.701
```

The calculated total energy is -44080.60967 eV. The value obtained for the HOMO energy is -4.1 eV. The calculation puts the gap between HOMO and LUMO at 6.6 eV. The LUMO energy is 2.50 eV. The charge is -1.

Formula: C6H17N2
Source: OMol25
Level of theory: ωB97M-V/def2-TZVPD

Structure (XYZ):
```
25
Properties=species:S:1:pos:R:3
C 0.724 -2.057 0.245
N -0.512 -1.308 0.420
C -0.409 0.043 0.973
C -1.279 1.119 0.355
C -0.847 1.596 -1.038
C -1.440 2.263 1.336
C 1.927 -1.293 -0.324
N 1.669 -0.516 -1.509
H 1.008 -2.464 1.220
H 0.414 -2.888 -0.395
H -0.747 -1.177 -0.616
H 0.644 0.329 1.042
H -0.690 -0.042 2.029
H -2.294 0.761 0.176
H 0.234 1.583 -1.185
H -1.354 1.057 -1.837
H -1.107 2.644 -1.169
H -0.647 3.007 1.353
H -1.738 1.980 2.340
H -2.269 2.908 1.022
H 2.751 -1.993 -0.466
H 2.375 -0.675 0.462
H 0.624 -0.560 -1.778
H 2.092 -0.979 -2.317
H -0.366 -1.031 -1.884
```

The calculated total energy is -9465.56423 eV. The value obtained for the HOMO energy is -14.8 eV. The calculation puts the gap between HOMO and LUMO at 6.8 eV. As for the energy above the lowest of the compared OMol25 structures with the same formula, charge and spin: 149.20 kcal/mol. The LUMO energy is -8.02 eV. The charge is +1.

Formula: C6H17N2
Source: OMol25
Level of theory: ωB97M-V/def2-TZVPD

Structure (XYZ):
```
25
Properties=species:S:1:pos:R:3
C 1.826 -2.960 0.608
C 1.468 -2.100 -0.589
N 1.103 -0.713 -0.278
C -0.077 -0.492 0.527
C -0.518 0.932 0.449
C -1.632 1.171 1.502
N -1.022 1.268 -0.974
C -1.002 2.744 -1.260
H 2.823 -3.372 0.655
H 1.048 -3.715 0.737
H 1.774 -2.415 1.558
H 0.560 -2.530 -1.048
H 2.089 -2.059 -1.514
H 1.912 -0.129 -0.137
H -0.909 -1.125 0.194
H 0.154 -0.742 1.598
H 0.306 1.585 0.741
H -1.487 2.206 1.805
H -1.510 0.411 2.311
H -2.682 1.021 1.265
H -0.419 0.836 -1.681
H -2.002 0.983 -0.890
H -1.223 3.264 -0.307
H -1.590 2.914 -2.167
H 0.020 3.113 -1.400
```

The calculated total energy is -9470.59658 eV. The value obtained for the HOMO energy is -12.5 eV. The SMILES is CCNC[C@H](C)[NH2+]C. The calculation puts the gap between HOMO and LUMO at 9.6 eV. As for the energy above the lowest of the compared OMol25 structures with the same formula, charge and spin: 33.16 kcal/mol. The LUMO energy is -2.94 eV. The charge is +1.